1.
Density functional theory data (ωB97M-V/def2-TZVPD) for 2 unconnected molecules or ions with the total composition C4H9N2O.

Atoms and positions in Å:
C: -1.93 1.12 -0.20
C: -1.98 -1.51 -0.41
C: 2.31 -0.40 -0.12
C: -1.69 -0.30 -0.11
N: -0.77 0.54 0.52
N: 3.44 -0.82 -0.03
O: 1.69 0.79 0.23
H: -1.84 1.73 -1.11
H: -2.77 1.46 0.36
H: -1.25 -2.28 -0.22
H: -2.80 -1.93 -0.82
H: 1.56 -1.14 -0.53
H: -0.74 0.56 1.50
H: 0.23 0.75 0.25
H: 4.21 -0.11 0.22
H: 2.32 1.54 0.49

For the energy relative to the best compared isomer or geometry (same formula, charge and spin), the calculation gives 386.6 kJ/mol. For the LUMO energy (alpha / beta), the calculation gives -0.116 / -0.270 Ha. The net charge is +1. The spin multiplicity is 3. The calculation puts the HOMO energy (alpha / beta) at -10.38 / -14.51 eV. As for the total energy: -342.015305 hartree.

=====

2.
Density functional theory data (ωB97M-V/def2-TZVPD) for 2 unconnected molecules or ions with the total composition C4H9N2O2.

Atoms and positions in Å:
C: -1.84 -0.25 0.90
C: -0.57 0.05 1.69
C: 0.60 1.98 1.23
N: -0.39 1.48 1.83
H: -1.94 -1.33 0.77
H: -2.74 0.15 1.37
H: -1.73 0.11 -0.12
H: 0.26 -0.43 1.15
H: -0.65 -0.45 2.66
H: 1.32 1.35 0.68
H: 0.83 3.03 1.36
N: 1.61 -1.27 -2.77
C: 0.85 -0.82 -1.65
O: -0.22 -1.40 -1.41
O: 1.39 0.13 -1.02
H: 1.07 -1.79 -3.46
H: 2.15 -0.55 -3.21

For the energy relative to the best compared isomer or geometry (same formula, charge and spin), the calculation gives 56.2 kJ/mol. For the LUMO energy, the calculation gives 0.157 Ha. The net charge is -1. The calculation puts the HOMO energy at -4.29 eV. As for the total energy: -417.861221 hartree.

=====

3.
Density functional theory data (ωB97M-V/def2-TZVPD) for a molecular structure, C4H9N2O2.

Atoms and positions in Å:
O: -1.95 1.28 -0.64
C: -0.79 1.02 0.02
N: -1.07 0.75 1.45
C: -0.09 -0.29 -0.63
C: -0.91 -1.10 -1.58
N: 1.31 -0.34 -0.65
C: 2.05 0.25 0.73
O: 1.89 -0.54 1.79
H: -2.00 0.43 1.56
H: -0.37 0.20 1.90
H: 0.01 1.78 -0.04
H: -0.31 -1.94 -1.99
H: -1.29 -0.48 -2.34
H: -1.73 -1.63 -1.03
H: 0.48 -1.01 0.04
H: 1.61 1.26 0.90
H: 3.15 0.37 0.52

For the energy relative to the best compared isomer or geometry (same formula, charge and spin), the calculation gives 668.8 kJ/mol. For the LUMO energy, the calculation gives 0.109 Ha. The net charge is -1. The calculation puts the HOMO energy at -3.69 eV. As for the total energy: -417.627904 hartree.

=====

4.
Density functional theory data (ωB97M-V/def2-TZVPD) for a gas-phase ion, C4H9N2O2 (charge -1).

Atoms and positions in Å:
C: 0.54 -0.92 -0.19
N: 1.19 0.12 -0.99
C: 0.52 0.19 -2.41
O: -0.17 -0.95 -2.66
C: -0.90 -0.63 0.22
N: -0.81 0.59 1.05
C: -0.35 0.40 2.33
O: -0.10 1.36 3.07
H: 0.31 -1.92 -0.81
H: 1.13 -1.22 0.61
H: 2.20 0.11 -1.11
H: 1.38 0.31 -3.06
H: -0.27 1.08 -2.33
H: -1.45 -1.44 0.63
H: -1.51 -0.41 -0.76
H: -0.70 1.65 0.62
H: -0.39 -0.60 2.77

For the energy relative to the best compared isomer or geometry (same formula, charge and spin), the calculation gives 343.8 kJ/mol. As for the structure (SMILES): O=CNCCNC[O-]. For the LUMO energy, the calculation gives 0.142 Ha. The net charge is -1. The calculation puts the HOMO energy at -2.83 eV. As for the total energy: -417.751679 hartree.